Entry from the OMol25 dataset: 2 unconnected molecules or ions with the total composition CHClF2O at a distorted geometry (wB97M-V/def2-TZVPD).

```
6
Properties=species:S:1:pos:R:3
C 0.8046 0.1426 0.3977
O -1.9690 0.0178 -0.3400
F 0.6259 0.7652 1.5074
F 1.1166 0.9687 -0.6210
Cl 1.2961 -1.4185 0.3264
H -1.8742 -0.4758 -1.2705
```

Output
**HOMO level (alpha / beta)**: -11.7 / -8.4 eV
**Total charge**: 0
**Strongest force on any atom**: 3.65 eV Å⁻¹
**Multiplicity**: 1



Entry from the OMol25 dataset: 2 unconnected molecules or ions with the total composition CHClF2OS2 at a distorted geometry (wB97M-V/def2-TZVPD).

```
8
Properties=species:S:1:pos:R:3
C -1.4309 -0.2457 -0.1206
O 2.6987 0.2633 1.2157
F -2.5990 -0.2315 0.7313
F -0.8518 0.7516 0.5970
S 2.4037 0.9607 -1.4577
S 1.6754 0.7905 0.3434
Cl -0.3032 -2.0379 -0.0968
H -1.5928 -0.2511 -1.2123
```

Output
**HOMO level**: -10.1 eV
**Total charge**: 0
**Strongest force on any atom**: 4.65 eV Å⁻¹
**Multiplicity**: 1